26
Properties=species:S:1:pos:R:3:forces:R:3 method="wB97M-V/def2-TZVPD" homo_ev="-20.7984 / -20.7851" de_lowest_kcal_mol=5.85 charge=+3 e_lumo_ev="-15.18 / -14.80" multiplicity=2 orbital_gap_ev="5.622 / 5.984"
Mn 1.229587 -0.487928 -0.373981 0.4 0.6 -0.6
N 3.202394 -0.769398 0.412187 -0.1 0.1 0.0
N 4.009375 0.386361 0.283642 -0.2 0.0 -0.1
C 3.448135 1.552235 -0.015947 0.1 0.2 0.0
N 4.105079 2.676824 -0.017627 0.0 -0.1 0.0
S 1.717601 1.602172 -0.424786 -0.1 -0.9 0.0
H 3.192867 -1.034679 1.402982 0.0 -0.1 0.0
H 3.661399 -1.531530 -0.092066 0.0 0.0 0.0
H 4.999088 0.297618 0.500733 0.0 0.0 0.0
H 5.081489 2.747582 0.259707 0.0 0.0 0.0
H 3.654507 3.546797 -0.283199 0.0 0.0 0.0
F -5.260021 -1.751927 -0.242562 0.0 0.0 0.0
C -4.788710 -0.764616 0.512997 -0.2 0.0 0.1
F -5.444928 0.355669 0.243569 0.1 -0.1 0.0
F -4.940143 -1.073840 1.795151 0.0 0.0 -0.1
C -3.303350 -0.593179 0.193029 0.1 0.0 0.0
C -2.903903 0.273927 -0.822939 -0.2 0.0 0.0
C -1.568690 0.397987 -1.124610 0.2 -0.1 0.1
N -0.650159 -0.324582 -0.444361 -0.2 0.0 0.0
C -1.040956 -1.170735 0.537821 0.1 0.1 -0.2
C -2.355368 -1.331426 0.897662 -0.1 0.0 0.0
H -3.635852 0.858241 -1.366454 0.0 0.0 0.0
H -1.207118 1.059858 -1.899775 0.0 0.0 0.0
H -0.253743 -1.746047 1.045643 0.1 -0.1 0.0
H -2.640212 -2.004435 1.695636 0.0 0.0 0.0
I 1.691641 -1.170954 -2.672449 -0.2 0.1 0.6



23
Properties=species:S:1:pos:R:3:forces:R:3 method="wB97M-V/def2-TZVPD" homo_ev=-10.2889 charge=0 e_lumo_ev=-0.61 orbital_gap_ev=9.679
C 1.541352 0.693856 -1.340059 -0.3 0.1 -0.2
C 1.837427 -1.558597 -0.603789 -0.4 -0.2 0.0
C -2.049220 -0.354439 1.872900 0.1 0.3 -0.7
C -1.601948 -1.264562 -1.139303 0.1 0.5 0.6
C -1.579359 1.799743 -0.425794 0.3 -0.6 0.2
C 1.394127 -0.237744 -0.258899 3.6 0.9 1.5
C 3.258686 0.313654 0.718015 -2.4 -0.5 -0.9
N 1.674097 1.437584 -2.199390 0.1 0.4 -0.4
N 2.202726 -2.610932 -0.861622 0.2 -0.6 -0.1
O 0.389987 -0.105433 0.598666 0.3 0.0 0.3
F 3.043361 1.454487 1.356741 0.0 -0.4 -0.2
F 3.586480 -0.641000 1.570932 -0.1 0.3 -0.3
F 4.189613 0.459242 -0.208343 -0.3 -0.1 0.3
Si -1.244621 0.039924 0.205990 -1.1 0.0 -0.2
H -2.290148 0.547637 2.424735 0.0 0.2 0.1
H -2.973941 -0.899519 1.721470 -0.2 -0.1 0.0
H -1.401259 -0.961038 2.497497 0.2 -0.1 0.0
H -1.791557 -2.241467 -0.701944 0.0 -0.1 0.1
H -2.470729 -1.000420 -1.736777 -0.1 0.1 0.0
H -0.761688 -1.376445 -1.822705 0.1 0.1 -0.1
H -2.643986 1.976823 -0.544234 -0.2 -0.1 0.0
H -1.200446 2.547811 0.267453 0.1 0.0 0.1
H -1.108957 1.980842 -1.391531 0.0 -0.1 -0.1



23
Properties=species:S:1:pos:R:3:forces:R:3 method="wB97M-V/def2-TZVPD" homo_ev=-3.7074 de_lowest_kcal_mol=0.00 smiles="CCOC(=O)[C@@H](C#N)CC=[S@](=O)([O-])F" charge=-1 e_lumo_ev=3.17 orbital_gap_ev=6.877
C -3.551764 -0.519064 0.903330 -0.2 -0.5 0.2
C -2.171180 -0.132703 0.439945 -0.3 -0.1 0.2
O -1.206522 -0.650516 1.415868 0.3 1.0 -0.8
C 0.057421 -0.268959 1.045592 -0.6 1.9 -2.2
O 0.189927 0.279252 -0.084074 0.5 -1.4 3.3
C 1.113819 -0.553693 2.075306 -0.3 -1.1 -0.8
C 2.387025 -0.651559 1.405941 6.1 -0.2 -2.8
N 3.498898 -0.693923 0.909416 -6.0 0.3 2.8
C 1.591044 0.011446 3.742902 0.1 1.3 0.1
C 0.718018 -0.015988 4.878637 -0.3 -0.4 0.9
S 0.465512 -1.538385 5.701783 0.1 3.6 -1.7
O 1.335655 -1.862160 6.785116 0.5 -0.8 0.1
O 0.121914 -2.477451 4.678417 0.1 -1.3 0.4
F -0.854229 -1.153111 6.498414 -0.7 -0.2 0.1
H -4.291155 -0.112569 0.204309 0.1 -0.1 0.1
H -3.628413 -1.616604 0.893197 -0.2 0.3 0.2
H -3.788619 -0.143284 1.906428 0.1 -0.1 -0.2
H -1.987964 -0.594202 -0.543220 0.2 0.3 0.4
H -2.116104 0.971081 0.336943 0.4 -0.7 0.1
H 0.858721 -1.501140 2.517443 -0.2 -0.7 -0.2
H 1.863799 1.050556 3.428309 0.2 -0.9 0.7
H 2.454654 -0.690963 3.806058 -0.5 0.7 -0.3
H 0.290295 0.873177 5.385388 0.4 -0.8 -0.6



20
Properties=species:S:1:pos:R:3:forces:R:3 method="wB97M-V/def2-TZVPD" homo_ev="-8.2397 / -9.3165" de_lowest_kcal_mol=21.73 charge=0 e_lumo_ev="-0.67 / -1.01" multiplicity=5 orbital_gap_ev="7.573 / 8.304"
Fe -0.877996 -1.142055 -0.517863 -2.6 -1.1 -3.6
C 0.398256 0.492046 -4.661606 -0.6 -1.8 2.5
H 0.364817 0.369257 -3.534899 0.1 0.7 -1.3
H 0.518748 -0.508727 -5.003235 -0.5 -1.1 -0.5
H 1.272853 0.894129 -5.023550 1.9 1.7 -0.4
H -0.478709 0.928253 -5.053344 -0.9 0.5 -0.4
H -1.907744 0.193761 -0.534378 -0.7 -1.4 -1.2
O 1.948227 -2.778373 1.283194 -1.2 1.9 0.2
C 1.166610 -1.960532 0.791897 1.8 -2.9 -0.8
O 0.760870 -2.079012 -0.466330 0.0 0.3 1.2
C 0.558602 -0.792257 1.524455 -1.7 1.6 -0.9
C 0.468321 -0.527277 2.868657 0.3 0.3 0.8
C -0.242508 0.599707 3.310283 0.1 -0.2 -0.3
C -0.884436 1.448304 2.398029 0.1 0.1 0.1
C -0.829750 1.138039 1.056406 1.2 -1.0 0.4
N -0.158153 -0.001708 0.661382 2.1 3.7 3.4
H 0.967790 -1.209920 3.540556 0.0 0.1 0.2
H -0.290440 0.842103 4.367204 0.0 -0.2 -0.1
H -1.449285 2.333565 2.707113 0.4 -0.4 0.1
H -1.306073 1.760698 0.286030 0.4 -0.6 0.5



21
Properties=species:S:1:pos:R:3:forces:R:3 method="wB97M-V/def2-TZVPD" homo_ev=-11.9352 de_lowest_kcal_mol=0.00 charge=+1 e_lumo_ev=-8.88 orbital_gap_ev=3.052
C 0.489286 -1.747155 -3.207398 1.0 4.9 4.6
C 0.539645 -0.751052 -2.351781 -0.1 -4.5 -3.3
N 0.434914 0.303726 -1.329527 0.3 -2.3 -1.8
C -0.860705 0.274671 -0.579122 -1.7 1.4 0.3
C -0.760730 0.701715 0.970481 -0.9 -0.7 0.0
C -0.157562 -0.423252 1.955001 1.1 1.7 1.0
C 1.466002 -0.599808 1.841648 -0.6 -0.7 0.7
I -1.215915 -2.350087 1.868367 0.7 1.0 -0.1
C -1.812414 1.403001 -1.292772 -3.1 1.1 -0.7
O -1.180279 2.404213 -1.821955 -2.1 -2.8 1.8
O -3.205946 1.306481 -1.285291 7.2 0.4 0.1
H 0.655307 -2.681699 -3.868485 -0.6 2.3 1.4
H 1.253337 0.337500 -0.712930 -0.8 -1.8 0.1
H -1.329192 -0.766635 -0.709340 0.5 1.6 0.3
H -0.221036 1.727108 1.110190 -0.6 -1.7 -0.3
H -1.856519 0.892801 1.325682 2.0 -0.3 -0.8
H -0.338563 -0.032961 3.040140 0.1 -0.8 -2.1
H 1.759468 -1.582332 1.298826 -0.3 1.9 0.7
H 1.947653 -0.592123 2.904630 -0.8 -0.1 -2.0
H 1.906540 0.352870 1.312840 -0.4 -1.1 0.5
Mg 2.486707 1.823019 -0.469205 -0.8 0.5 -0.4



20
Properties=species:S:1:pos:R:3:forces:R:3 method="wB97M-V/def2-TZVPD" homo_ev=-9.7047 de_lowest_kcal_mol=5.03 smiles=N#C[C@H](CCCI)[C@@H](O)C#N charge=0 e_lumo_ev=0.36 orbital_gap_ev=10.062
N 1.639757 3.214013 -0.042020 -0.5 -1.2 -0.3
C 1.282573 2.143472 -0.298992 0.8 1.8 0.4
C 0.811339 0.808481 -0.611456 0.7 -0.1 0.6
C -0.452923 0.555345 0.184156 -0.6 -0.2 -0.4
C -1.285264 -0.596547 -0.344577 -0.7 0.1 0.4
C -2.589215 -0.681959 0.453527 0.4 -0.1 -0.4
I -4.268623 -1.191036 -0.761530 0.0 0.1 0.1
C 1.988018 -0.200741 -0.352465 0.5 1.0 0.3
O 3.104111 0.428216 0.266142 -0.1 0.0 -0.3
C 1.576432 -1.319647 0.469258 -1.0 -2.3 0.9
N 1.218582 -2.235019 1.090688 0.7 1.5 -0.8
H 0.615352 0.822797 -1.670049 -0.3 -0.2 -0.5
H -1.066045 1.438470 0.091677 -0.2 0.5 0.0
H -0.257381 0.430813 1.239911 0.3 0.0 0.3
H -1.514214 -0.433591 -1.385680 0.1 0.0 -0.5
H -0.788855 -1.538643 -0.223724 0.3 -0.5 -0.3
H -2.513734 -1.450655 1.196620 -0.1 -0.3 0.4
H -2.775808 0.257606 0.943648 -0.5 0.3 0.1
H 2.350961 -0.544252 -1.301963 0.0 -0.4 -0.5
H 3.188043 0.095700 1.157902 0.1 0.0 0.4



18
Properties=species:S:1:pos:R:3:forces:R:3 method="wB97M-V/def2-TZVPD" homo_ev=-8.7522 de_lowest_kcal_mol=0.00 smiles=Oc1ccccc1.CI charge=0 e_lumo_ev=0.47 orbital_gap_ev=9.227
O 0.528890 2.157629 -1.108259 -0.1 0.5 1.1
C 0.836780 0.958029 -0.517589 0.0 -0.1 0.0
C 1.053440 -0.130391 -1.363189 0.0 -0.1 -0.2
C 1.369310 -1.373300 -0.820029 0.0 -0.1 -0.1
C 1.470940 -1.539350 0.562200 0.0 -0.2 0.1
C 1.253240 -0.447771 1.401170 0.0 0.0 0.1
C 0.936400 0.800719 0.865430 0.0 0.1 0.1
H 0.403250 2.831618 -0.396849 0.1 -0.8 -0.9
H 0.970010 0.015549 -2.448238 0.0 -0.1 0.5
H 1.538690 -2.226030 -1.490679 -0.1 0.4 0.3
H 1.720230 -2.521290 0.985590 -0.1 0.5 -0.2
H 1.329740 -0.563291 2.490400 0.0 0.1 -0.5
H 0.765210 1.659588 1.527720 0.1 -0.4 -0.3
C -2.796479 -0.080041 -0.042819 0.3 -1.0 -0.7
I -3.222299 1.631149 1.114280 0.0 0.0 0.0
H -2.556279 0.208699 -1.079899 -0.1 0.1 0.6
H -3.666409 -0.757970 -0.058879 0.3 0.5 0.1
H -1.934659 -0.623550 0.379640 -0.4 0.4 -0.1



18
Properties=species:S:1:pos:R:3:forces:R:3 method="wB97M-V/def2-TZVPD" homo_ev="-7.9160 / -7.0165" de_lowest_kcal_mol=119.77 charge=0 e_lumo_ev="0.03 / -0.62" orbital_gap_ev="7.947 / 6.400"
C 0.991734 0.634686 0.387500 -0.1 -0.2 -0.3
C 0.814806 0.245801 -2.017018 0.9 1.1 -1.6
C -0.095802 0.037330 0.978215 1.1 1.8 0.4
C -0.242316 -0.462264 -1.969222 -3.0 -1.8 -0.2
C 0.970330 1.310967 -0.932839 0.2 -0.5 0.4
C -1.362791 0.349301 0.407196 1.7 -2.0 -0.2
C 0.054710 -0.850497 2.256920 -1.7 0.3 -2.0
O -2.336822 -0.494652 0.725725 -1.2 -0.5 0.0
I -1.348568 -1.638284 -3.372288 0.8 0.6 0.7
H 2.006388 0.354814 0.568031 0.4 -0.3 1.1
H 1.481047 0.240704 -2.911454 -0.2 0.1 0.9
H 0.334891 2.163845 -1.041763 -1.2 0.2 -0.2
H 1.902631 1.748282 -1.119630 1.7 0.6 0.0
H -1.561722 0.987918 -0.428247 -0.1 0.7 0.1
H 1.065043 -0.899823 2.556067 1.1 0.4 0.5
H -0.154930 -1.880090 1.935140 -0.3 0.0 0.4
H -0.638067 -0.523965 3.056945 0.5 -0.3 -0.4
H -1.880562 -1.324074 0.920722 -0.6 -0.1 0.3



17
Properties=species:S:1:pos:R:3:forces:R:3 method="wB97M-V/def2-TZVPD" homo_ev=-8.4919 de_lowest_kcal_mol=149.06 smiles="C1=C[C@H]2[C@H]3CC[C@H]1N32" charge=0 e_lumo_ev=1.11 orbital_gap_ev=9.602
C 1.976133 -0.112798 -0.305782 -0.9 -0.3 1.1
C 1.847980 0.499615 0.881728 -0.7 -1.1 0.4
C 0.455805 0.290080 1.526112 -0.5 -0.9 -1.6
C -0.968350 0.239750 0.830980 -3.6 -0.8 1.5
C -1.598372 0.329266 -0.597642 -1.1 1.3 -1.1
C -0.694222 -0.575091 -1.525271 1.0 0.0 1.1
C 0.492550 -0.294546 -0.566114 -0.7 0.2 -1.3
N -0.124907 -0.843163 0.668907 3.4 -0.5 1.4
H 2.841451 -0.562028 -0.753435 0.3 0.4 -0.3
H 2.577211 0.727123 1.592257 1.5 0.5 0.7
H 0.471257 0.102732 2.597038 -0.2 0.3 -0.1
H -1.828288 -0.090812 1.528664 1.4 1.3 -0.3
H -1.619273 1.337497 -1.089658 -0.3 -0.7 0.7
H -2.615848 -0.041015 -0.433915 0.0 0.1 -0.5
H -0.523826 -0.120206 -2.520700 -0.5 -0.7 0.4
H -0.936528 -1.665099 -1.423388 -0.1 1.0 -0.8
H 0.247228 0.778692 -0.409780 0.9 -0.2 -1.2



17
Properties=species:S:1:pos:R:3:forces:R:3 method="wB97M-V/def2-TZVPD" homo_ev=-6.5454 de_lowest_kcal_mol=100.18 charge=0 e_lumo_ev=0.72 orbital_gap_ev=7.265
C 2.004248 0.146039 -0.034972 -0.4 1.2 1.5
C 1.009994 1.324552 -0.057841 0.5 1.0 -0.2
C -1.683437 1.281816 0.225284 1.0 1.1 -1.8
C -1.573548 -1.069853 0.060763 -0.8 0.7 -0.9
C 1.024167 -1.013368 -0.169256 0.8 -1.4 1.6
C -0.244146 -0.536163 0.580614 0.6 -2.0 2.1
C -0.218875 0.943924 0.382051 -1.4 -0.2 -1.9
H 2.835752 0.127541 -0.729024 -0.3 0.3 -0.7
H 2.591188 0.171356 0.974537 -1.3 -0.5 -1.2
H 1.382718 2.312708 -0.414410 -0.8 -0.7 0.6
H -1.905164 2.113181 -0.516366 -0.2 -0.9 1.4
H -3.185136 0.103913 -0.765626 1.8 0.0 2.0
H -1.828367 -2.207292 -0.277084 0.3 3.4 1.0
H 1.587703 -1.856030 0.296124 -1.0 -0.1 -0.4
H -0.180528 -0.670124 1.753982 0.0 -0.2 -1.9
H 0.696831 -1.264128 -1.186360 0.6 0.3 0.1
N -2.313394 0.091920 -0.122413 0.4 -2.2 -1.5



17
Properties=species:S:1:pos:R:3:forces:R:3 method="wB97M-V/def2-TZVPD" homo_ev=-7.8113 de_lowest_kcal_mol=61.81 smiles=CNc1ccccc1 charge=0 e_lumo_ev=1.03 orbital_gap_ev=8.844
C -2.594994 -0.364738 -0.054789 -3.0 4.7 6.9
N -1.623300 0.671159 -0.026164 3.1 3.4 1.5
C -0.245208 0.314231 0.037964 -0.1 -1.2 -0.7
C 0.165010 -1.042971 0.011921 4.0 5.3 0.2
C 1.565726 -1.277652 -0.000418 -2.1 7.5 0.5
C 2.565470 -0.322117 0.048241 -3.0 2.1 -0.5
C 2.086548 1.040540 0.017699 0.9 -0.1 -1.1
C 0.764383 1.352857 -0.041681 -4.7 -0.2 1.0
H -2.532654 -0.874946 -0.857456 0.7 -3.9 -5.5
H -2.658005 -0.955844 0.889994 0.4 -0.1 -0.7
H -3.598333 0.158500 -0.066059 0.9 -0.6 -0.2
H -1.699997 1.652201 0.510665 -0.8 -3.4 -1.6
H -0.371582 -1.867628 -0.052941 -3.1 -3.3 -0.1
H 1.775176 -2.182304 -0.009007 2.4 -8.3 -0.2
H 3.584617 -0.515450 -0.108632 1.1 -0.4 0.2
H 2.721364 1.878659 -0.247283 0.6 -0.2 0.6
H 0.095784 2.335499 -0.052048 2.8 -1.3 -0.2



17
Properties=species:S:1:pos:R:3:forces:R:3 method="wB97M-V/def2-TZVPD" homo_ev=-9.3466 de_lowest_kcal_mol=68.85 smiles="c1ccncc1.C=C" charge=0 e_lumo_ev=0.85 orbital_gap_ev=10.199
C -0.663642 -1.170723 0.114571 -0.3 -1.2 -0.9
C 0.098318 -2.101950 0.809411 -0.9 -2.2 -0.3
C 1.310893 -1.697432 1.296855 2.8 0.4 0.2
N 1.905263 -0.505543 0.979913 -1.0 0.9 -1.1
C 1.272758 0.323259 0.064935 -1.6 -3.6 2.9
C -0.051600 -0.039532 -0.353356 4.3 -2.2 3.4
H -1.673641 -1.514571 -0.150288 0.4 0.7 -0.2
H -0.254081 -3.218435 0.800907 0.6 2.4 0.8
H 1.995973 -2.345810 1.945933 -1.3 0.8 -1.0
H 1.619657 1.333505 -0.076908 0.6 -0.1 -0.4
H -0.409434 0.691463 -0.864641 -2.9 3.3 -3.2
C -1.402132 2.655212 -0.745696 0.0 0.4 -1.4
C -1.881391 1.910895 -1.772156 0.1 1.9 0.7
H -1.957825 2.679722 0.184582 0.0 0.1 0.0
H -0.478448 3.310777 -0.770818 -1.0 -1.2 -0.1
H -2.892431 1.512522 -1.667027 0.5 -0.4 -0.1
H -1.385840 1.811254 -2.748512 -0.2 0.1 0.6



We obtain largest force on an atom values of 1.0, 4.1, 6.7, 5.4, 7.2, 2.7, 1.3, 3.5, 4.0, 3.6, 8.8, 5.9 eV/A for the records listed above, in that order.